Here is a 22-piece molecular cluster, C42H105ClN2O24S overall at a distorted geometry from the Open Molecules 2025 dataset. Energies are from wB97M-V/def2-TZVPD.

Atoms and positions in Å:
C 5.3483 -1.6648 0.8884
C 3.8894 -1.4478 0.6418
O 3.0371 -1.8327 1.3938
N 3.5551 -0.7402 -0.5756
C 3.9969 -1.5976 -1.6787
C 3.6770 -3.0719 -1.5576
O 4.6058 -1.1690 -2.6107
C 2.1518 -0.4109 -0.6849
C 1.3451 -1.0454 -1.6229
C 0.0033 -0.7405 -1.7339
C -0.5186 0.2336 -0.9083
C 0.2490 0.9157 0.0359
C 1.6075 0.5828 0.1521
C 2.4847 1.3055 1.1574
C 2.4120 0.7927 2.6096
C 3.8172 0.7847 3.2112
Cl 1.4656 1.9229 3.6919
N -0.3749 1.9194 0.8182
C -1.5854 1.5326 1.4289
C -1.8609 1.7505 2.7747
C -3.0728 1.3729 3.3330
C -4.0755 0.7855 2.5705
C -3.8324 0.5554 1.2282
C -4.9033 -0.0885 0.3737
C -5.9355 0.9178 -0.0507
O -7.0588 0.8814 0.3700
C -2.6026 0.9261 0.6800
S -2.2355 0.6772 -1.0356
H 5.5195 -1.6579 1.9600
H 5.6951 -2.6224 0.5053
H 5.9510 -0.8796 0.4378
H 2.7424 -3.1616 -1.0051
H 4.4730 -3.6213 -1.0624
H 3.4700 -3.4655 -2.5489
H 1.7314 -1.7859 -2.2937
H -0.6384 -1.2108 -2.4620
H 2.2299 2.3627 1.1402
H 3.5221 1.2492 0.8423
H 1.9207 -0.1655 2.7104
H 4.5227 0.3294 2.5267
H 3.8403 0.3425 4.2023
H 4.1171 1.8293 3.3035
H 0.2591 2.3532 1.4758
H -1.1554 2.2198 3.4408
H -3.2847 1.5498 4.3743
H -5.0194 0.5282 3.0286
H -4.4512 -0.6175 -0.4637
H -5.4147 -0.8419 0.9709
H -5.6220 1.7127 -0.7462
C 2.1630 0.0103 -5.3753
O 2.0428 -1.0175 -4.3980
H 1.1655 0.2283 -5.7481
H 2.5868 0.9136 -4.9378
H 2.7947 -0.3224 -6.2050
H 2.9324 -1.2049 -4.0788
C -2.6366 0.3737 7.5347
O -2.4433 0.4158 6.1150
H -3.1796 1.2683 7.8254
H -3.2197 -0.5075 7.8127
H -1.6773 0.3577 8.0510
H -1.9643 -0.3789 5.8586
C 0.5530 3.0508 -4.6654
O -0.3233 2.0030 -4.2469
H 1.0343 2.7406 -5.5889
H -0.0144 3.9684 -4.8434
H 1.3219 3.2333 -3.9121
H -0.7379 2.2868 -3.4259
C -8.7730 -2.1195 1.7322
O -8.4250 -1.8684 0.3790
H -9.0863 -3.1571 1.8210
H -7.9113 -1.9487 2.3852
H -9.5985 -1.4724 2.0393
H -8.1567 -0.9443 0.3286
C -5.5325 3.8794 5.3968
O -5.3475 3.9192 3.9870
H -6.0724 4.7768 5.6879
H -6.1179 3.0026 5.6890
H -4.5695 3.8602 5.9160
H -4.8695 3.1221 3.7385
C 1.3968 5.6314 2.2317
O 2.1740 4.4643 1.9725
H 1.0605 6.0277 1.2771
H 0.5238 5.3860 2.8438
H 1.9947 6.3899 2.7420
H 2.4658 4.1153 2.8203
C 4.8200 -6.6703 -1.8475
O 4.7203 -5.6433 -0.8625
H 5.3295 -6.2546 -2.7134
H 5.3948 -7.5171 -1.4666
H 3.8267 -7.0140 -2.1458
H 4.2648 -6.0208 -0.1003
C 0.5959 -6.3783 -0.1628
O 1.9565 -6.0475 0.1083
H 0.2994 -7.1689 0.5214
H -0.0388 -5.5036 -0.0012
H 0.4806 -6.7321 -1.1898
H 2.2159 -5.3430 -0.4944
C 0.8829 2.4117 7.2905
O -0.5340 2.5343 7.2839
H 1.2539 2.8927 8.1926
H 1.1839 1.3597 7.2981
H 1.3227 2.9033 6.4203
H -0.8661 2.1047 6.4860
C -11.2983 0.9997 2.0795
O -10.9933 2.3897 2.0568
H -12.3465 0.8916 2.3524
H -11.1358 0.5592 1.0911
H -10.6815 0.4821 2.8178
H -10.0675 2.4853 1.8141
C 7.1161 -2.8870 4.9633
O 7.0486 -2.8778 3.5344
H 6.6178 -1.9957 5.3356
H 6.6124 -3.7730 5.3578
H 8.1570 -2.8790 5.2886
H 7.4927 -3.6690 3.2193
C -0.2378 -5.1468 3.5096
O -0.0253 -3.7380 3.4685
H -1.2090 -5.3299 3.9621
H -0.2278 -5.5602 2.4986
H 0.5374 -5.6279 4.1118
H 0.8346 -3.5823 3.0658
C -1.8159 -1.0044 -5.6235
O -1.8438 -1.3919 -4.2546
H -1.2366 -1.7477 -6.1684
H -2.8273 -0.9698 -6.0369
H -1.3396 -0.0270 -5.7359
H -2.3566 -0.7306 -3.7784
C -2.6350 4.9798 1.1351
O -2.4607 5.0160 -0.2795
H -3.1829 5.8694 1.4326
H -3.2019 4.0883 1.4165
H -1.6593 4.9640 1.6313
H -1.9771 4.2208 -0.5270
C -14.7941 2.5350 0.2800
O -13.4766 2.6879 -0.2286
H -15.4859 2.9172 -0.4667
H -15.0226 1.4811 0.4663
H -14.9230 3.1034 1.2056
H -12.8679 2.3491 0.4347
C 9.7272 -0.4119 5.6667
O 9.7480 -1.4475 6.6560
H 8.6913 -0.1824 5.4307
H 10.2165 0.4845 6.0553
H 10.2364 -0.7463 4.7644
H 10.6703 -1.6339 6.8480
C -0.0172 1.4052 -8.7523
O -0.6047 2.5769 -8.1930
H -0.0969 1.4633 -9.8359
H 1.0387 1.3414 -8.4744
H -0.5429 0.5127 -8.4017
H -0.5222 2.5011 -7.2380
C 12.7422 -0.9996 3.2794
O 11.6521 -0.1339 2.9773
H 12.5767 -1.4089 4.2734
H 12.7968 -1.8221 2.5620
H 13.6875 -0.4516 3.2747
H 11.8016 0.2255 2.0988
C 4.9148 2.3074 -6.5942
O 3.5143 2.5340 -6.7326
H 5.1532 2.3413 -5.5343
H 5.1907 1.3263 -6.9894
H 5.4858 3.0811 -7.1129
H 3.3073 2.5042 -7.6709
C -3.7722 2.4746 -10.6874
O -2.4957 2.7977 -11.2252
H -4.5264 2.8106 -11.3945
H -3.8737 1.3949 -10.5449
H -3.9287 2.9800 -9.7309
H -1.8361 2.4975 -10.5942
C 0.6458 -4.4167 -7.0614
O 0.5962 -4.7727 -5.6835
H 1.2314 -5.1707 -7.5810
H -0.3612 -4.3904 -7.4870
H 1.1261 -3.4418 -7.1854
H 0.0793 -4.1029 -5.2253

Forces on the atoms, in the same order (eV/Å):
C 0.354 0.389 0.052
C -0.163 0.170 -0.372
O -0.284 0.046 0.485
N -0.154 -0.820 0.362
C 0.344 -0.519 -0.072
C -0.721 0.709 -0.019
O 0.038 0.645 -0.338
C -0.540 0.313 -0.051
C 0.025 -0.024 0.153
C 0.034 0.399 0.400
C -0.585 0.285 0.357
C 0.521 -0.412 -0.491
C 0.309 0.092 0.320
C -0.659 -0.070 -0.070
C 0.819 0.229 0.152
C -0.381 0.511 -0.059
Cl -0.158 -0.218 0.011
N 0.024 -0.410 0.037
C -0.800 -0.068 0.483
C -0.045 0.097 0.422
C -0.607 0.107 -0.302
C 0.578 0.342 0.135
C 0.030 -0.159 -0.566
C 0.149 -0.388 0.468
C 0.461 -0.250 -0.097
O -0.719 0.127 0.054
C 0.460 0.063 -0.361
S 0.029 0.089 -0.330
H 0.028 -0.203 0.091
H -0.109 -0.107 -0.024
H -0.001 0.021 -0.149
H 0.129 -0.224 0.360
H -0.081 0.037 -0.192
H 0.415 -0.136 -0.139
H 0.031 -0.077 -0.086
H 0.190 -0.178 -0.090
H 0.130 0.153 0.042
H 0.070 -0.048 -0.152
H -0.117 -0.065 -0.126
H 0.078 -0.361 0.120
H 0.079 -0.189 -0.012
H 0.173 0.030 0.065
H -0.042 0.070 0.049
H 0.271 0.068 -0.181
H 0.296 0.031 0.159
H -0.112 -0.122 -0.075
H -0.018 0.222 -0.274
H -0.136 -0.001 0.034
H 0.084 0.110 -0.020
C 0.180 -0.248 0.166
O 0.015 -0.096 -0.326
H -0.057 0.014 0.030
H -0.016 0.069 -0.092
H -0.019 0.128 -0.062
H 0.038 0.054 -0.038
C 0.042 -0.358 -0.140
O 0.100 0.135 0.332
H 0.032 0.045 -0.057
H -0.036 0.041 0.044
H -0.057 0.058 0.109
H -0.033 0.012 -0.086
C -0.337 -0.030 0.237
O 0.030 0.040 -0.147
H 0.093 -0.033 0.000
H 0.132 0.070 -0.037
H 0.090 0.065 -0.089
H -0.030 -0.105 0.024
C 0.138 0.228 -0.217
O -0.066 -0.116 0.057
H 0.018 -0.018 -0.056
H -0.095 -0.045 0.143
H -0.008 -0.079 0.160
H 0.097 0.078 -0.060
C 0.131 -0.150 -0.197
O -0.060 0.041 0.116
H -0.006 0.017 -0.031
H -0.016 0.042 0.102
H -0.050 0.019 0.095
H 0.044 0.029 -0.148
C 0.114 -0.176 0.106
O -0.022 0.248 -0.146
H 0.006 -0.037 -0.027
H -0.030 0.090 -0.007
H -0.071 0.069 -0.013
H -0.052 -0.076 -0.008
C -0.096 0.019 0.194
O 0.118 -0.406 0.117
H 0.005 0.045 0.018
H 0.017 -0.032 -0.091
H 0.033 -0.048 -0.061
H -0.025 -0.002 -0.015
C 0.165 0.226 -0.096
O 0.068 -0.069 0.040
H 0.053 -0.005 0.026
H -0.139 -0.094 -0.033
H -0.099 -0.021 0.020
H 0.005 -0.001 0.004
C -0.243 -0.034 -0.094
O 0.159 0.094 -0.062
H -0.038 0.003 0.021
H 0.110 0.028 -0.002
H 0.119 -0.009 0.032
H -0.100 -0.061 0.077
C 0.311 0.171 -0.111
O -0.202 -0.050 0.011
H 0.000 0.026 0.035
H -0.050 -0.163 0.065
H -0.095 -0.117 -0.001
H -0.014 0.059 -0.040
C 0.215 -0.304 -0.282
O -0.147 0.148 0.055
H -0.021 0.024 -0.076
H -0.021 0.073 0.135
H -0.064 0.059 0.204
H 0.008 0.016 -0.036
C 0.305 0.303 -0.111
O -0.116 -0.061 0.070
H -0.013 0.065 0.011
H -0.035 -0.151 0.065
H -0.084 -0.159 -0.019
H -0.015 0.056 -0.034
C -0.037 0.125 0.133
O -0.105 -0.064 -0.125
H 0.009 -0.027 0.033
H 0.039 0.000 -0.099
H 0.001 -0.003 -0.058
H -0.013 -0.027 0.022
C 0.155 -0.306 -0.348
O 0.007 0.067 0.021
H -0.010 0.008 -0.028
H -0.030 0.085 0.216
H -0.095 0.022 0.170
H -0.013 -0.010 -0.004
C 0.283 -0.033 0.060
O -0.167 -0.082 -0.039
H 0.016 0.007 -0.026
H -0.114 0.025 0.020
H -0.107 -0.023 0.003
H 0.169 0.196 0.005
C 0.309 -0.257 0.238
O -0.158 0.083 -0.059
H -0.028 -0.061 0.065
H -0.062 0.091 -0.139
H -0.087 0.187 -0.126
H -0.018 -0.046 0.072
C -0.092 0.179 0.401
O 0.051 -0.161 -0.242
H 0.032 0.032 -0.008
H 0.024 -0.160 -0.105
H 0.105 -0.104 -0.103
H -0.111 0.113 0.088
C -0.072 0.173 -0.229
O 0.120 -0.084 0.030
H -0.035 0.016 0.010
H 0.064 -0.059 0.069
H 0.049 -0.080 0.059
H -0.066 0.040 0.002
C -0.166 -0.002 -0.164
O 0.042 0.016 -0.017
H -0.046 0.001 0.018
H 0.090 0.002 0.050
H 0.080 -0.026 0.049
H -0.040 0.067 0.008
C 0.262 -0.005 0.099
O -0.107 -0.079 -0.086
H 0.025 0.011 -0.033
H -0.114 0.008 0.009
H -0.097 -0.026 0.000
H 0.016 0.153 0.077
C -0.122 0.142 0.364
O 0.032 -0.074 -0.094
H 0.007 -0.031 0.035
H 0.057 0.022 -0.135
H -0.010 -0.013 -0.141
H 0.044 0.011 0.044

Output
strongest force on any atom: 1.01 eV Å⁻¹
DFT total energy: -120726.2138 eV

Atom charges from the Mulliken analysis, given in e for atoms 1 to 8:
1 C -1.777
2 C 0.850
3 O -0.609
4 N 0.375
5 C 0.042
6 C -0.850
7 O -0.618
8 C 0.344